Entry 1:
An isolated molecule of C25H47N4O6PS in a non-equilibrium geometry, computed with wB97M-V/def2-TZVPD.

ORCA input file:
```
! RIJCOSX wB97M-V def2-TZVPD def2/J DEFGRID3
* xyz 0 1
C 1.875 0.961 5.056
C 0.818 1.220 4.517
C -0.529 1.455 4.022
C -0.845 0.567 2.793
C -0.116 1.159 1.579
C -0.615 0.738 0.155
C -1.853 1.712 0.031
C -3.006 1.371 -0.934
N -3.741 2.618 -1.315
C -1.031 -0.735 0.094
C -2.406 -1.050 0.874
O -3.241 -1.915 0.133
C -4.602 -1.749 0.437
C -4.969 -2.031 1.898
C -4.484 -3.441 2.295
P 0.099 -2.085 0.735
C -0.671 -3.740 0.685
C 1.248 -1.827 2.120
O -1.425 -1.103 -1.253
S -0.285 -1.367 -2.427
O -0.201 -2.786 -2.520
O 1.214 -0.965 -1.892
C 1.559 0.388 -1.575
C 2.767 0.222 -0.579
C 3.418 -1.148 -0.524
O 4.319 -1.345 -1.606
C 4.337 -1.144 0.778
N 5.599 -0.427 0.610
N 2.118 0.879 -2.849
C 2.458 -0.055 -3.910
C 2.698 2.143 -3.033
C 2.174 2.984 -4.223
O 3.600 2.637 -2.408
C 0.433 1.296 -0.964
N 1.140 2.404 -0.351
C -0.303 1.874 -2.206
C -0.474 3.166 -2.457
H 2.688 0.674 5.659
H -1.225 1.160 4.806
H -0.688 2.511 3.818
H -1.929 0.592 2.716
H -0.571 -0.443 3.089
H -0.249 2.224 1.713
H 0.948 0.993 1.730
H -1.532 2.736 -0.121
H -2.345 1.751 1.006
H -3.766 0.738 -0.493
H -2.707 0.905 -1.865
H -3.715 3.242 -0.514
H -3.145 3.075 -1.997
H -2.981 -0.159 1.141
H -2.196 -1.559 1.816
H -5.139 -2.467 -0.179
H -4.986 -0.756 0.168
H -6.058 -2.052 1.929
H -4.611 -1.261 2.579
H -3.464 -3.453 2.665
H -5.164 -3.892 3.013
H -4.558 -4.056 1.400
H -1.321 -3.965 1.534
H -1.299 -3.761 -0.201
H 0.119 -4.469 0.552
H 2.065 -2.541 2.026
H 1.705 -0.854 2.244
H 0.789 -2.070 3.088
H 3.569 0.903 -0.853
H 2.510 0.493 0.441
H 2.756 -1.996 -0.369
H 4.866 -2.104 -1.395
H 3.828 -0.678 1.620
H 4.556 -2.185 1.015
H 5.531 0.314 -0.069
H 6.371 -1.042 0.424
H 1.582 -0.470 -4.414
H 3.098 -0.890 -3.630
H 2.992 0.481 -4.691
H 2.824 2.725 -5.060
H 1.182 2.652 -4.509
H 2.231 4.040 -4.002
H 2.014 2.690 -0.764
H 0.580 3.194 -0.085
H -0.753 1.197 -2.930
H 0.356 3.842 -2.278
H -1.371 3.607 -2.869
*
```

Its gap between HOMO and LUMO is 7.277 eV. The value obtained for the HOMO energy is -6.80 eV.

Entry 2:
A 2-piece molecular cluster, CH4N2O overall in a non-equilibrium geometry, computed with wB97M-V/def2-TZVPD.

ORCA input file:
```
! RIJCOSX wB97M-V def2-TZVPD def2/J DEFGRID3
* xyz 0 1
C 1.926 -0.356 0.149
H 1.798 -0.229 1.256
H 1.095 -0.905 -0.287
H -2.113 1.384 0.098
H -2.553 -0.599 -0.654
N -1.268 0.714 0.043
N -1.552 -0.449 -0.220
O 2.666 0.440 -0.385
*
```

Its gap between HOMO and LUMO is 10.026 eV. The value obtained for the HOMO energy is -9.61 eV. As for the energy relative to the best compared isomer or geometry (same formula, charge and spin): 404.6 kJ/mol. The SMILES is [H]/N=N\[H].C=O.

Entry 3:
C2H8Cl2NSi as an isolated structure in a non-equilibrium geometry, computed with wB97M-V/def2-TZVPD.

ORCA input file:
```
! RIJCOSX wB97M-V def2-TZVPD def2/J DEFGRID3
* xyz 1 1
C 1.558 0.114 -0.282
C -0.356 0.000 1.698
N 0.834 0.154 -1.532
Si -1.865 -0.444 0.672
Cl -1.709 -2.178 -0.327
Cl -1.659 1.341 -0.563
H 2.199 0.961 0.012
H 2.009 -0.792 0.063
H 0.379 -0.717 2.193
H 0.042 1.062 1.910
H -0.336 0.484 -1.207
H 0.945 -0.693 -2.085
H 1.015 0.995 -2.038
H -3.055 -0.286 1.486
*
```

Its gap between HOMO and LUMO (alpha / beta) is 8.756 / 9.016 eV. The value obtained for the HOMO energy (alpha / beta) is -13.33 / -13.69 eV. As for the energy relative to the best compared isomer or geometry (same formula, charge and spin): 394.5 kJ/mol.

Entry 4:
An isolated molecule of C5H13N in a non-equilibrium geometry, computed with wB97M-V/def2-TZVPD.

ORCA input file:
```
! RIJCOSX wB97M-V def2-TZVPD def2/J DEFGRID3
* xyz 0 1
C 1.056 1.313 0.812
C 1.052 1.824 2.325
C -0.148 0.369 0.381
N 0.025 -0.130 -0.966
C -1.149 -0.985 -1.489
C -0.791 -2.405 -1.214
H 1.987 0.735 0.532
H 1.177 2.211 0.131
H 1.069 2.871 2.481
H 0.073 1.576 2.720
H 1.823 1.304 2.986
H -0.193 -0.557 1.047
H -1.117 1.039 0.448
H 0.137 0.686 -1.527
H -1.408 -0.802 -2.485
H -2.014 -0.682 -0.784
H -0.372 -2.566 -2.259
H -1.501 -2.982 -0.844
H 0.047 -2.624 -0.581
*
```

Its gap between HOMO and LUMO is 10.005 eV. The value obtained for the HOMO energy is -8.76 eV. As for the energy relative to the best compared isomer or geometry (same formula, charge and spin): 205.9 kJ/mol. The SMILES is CCCNCC.

no.,DFT total energy (Ha)
1,-2390.46637
2,-225.13788
3,-1345.31760
4,-252.98468